[1]
A structure of composition C48H83BrCl2I3N3O23S at a distorted geometry. Source: the Open Molecules 2025 dataset; level of theory: ωB97M-V with the def2-TZVPD basis set.

Geometry as XYZ:
```
164
Properties=species:S:1:pos:R:3
C -0.83 3.04 4.87
C -1.36 2.45 3.68
C -2.11 1.78 2.33
C -0.88 2.21 1.27
O 0.41 2.43 1.67
O -0.99 2.61 -0.13
C -3.37 2.76 1.81
C -4.54 2.78 3.01
C -5.45 4.14 3.11
C -6.94 3.67 3.70
Br -8.37 3.72 2.30
C -2.97 4.32 1.64
Cl -2.42 5.46 3.08
C -2.92 5.16 0.39
C -2.46 6.77 0.37
Cl -3.32 4.54 -1.27
C -3.99 1.90 0.62
N -5.32 2.63 0.34
C -4.16 0.27 0.78
C -4.75 -0.16 -0.73
C -6.30 0.14 -1.08
N -3.01 -0.55 1.28
C -2.03 -0.62 0.09
C -2.04 -1.75 -1.04
C -0.49 -2.03 -1.63
C -0.39 -3.44 -2.48
C -1.20 -3.28 -3.90
N -0.50 -4.12 -4.94
C -3.16 -2.00 1.58
I -1.34 -3.34 1.92
C -4.31 -2.92 1.69
C -4.22 -4.55 2.06
I -6.35 -2.37 1.40
C -2.43 0.21 2.51
S -0.65 -0.27 3.04
C -3.00 -0.40 3.93
I -5.15 -0.55 4.35
C -2.58 0.23 5.36
C -3.08 -0.77 6.61
H -0.76 3.43 5.99
H -5.36 1.94 2.83
H -4.10 2.58 4.08
H -5.70 4.65 2.07
H -5.07 4.93 3.92
H -7.26 4.44 4.56
H -6.86 2.62 4.25
H -2.54 7.25 -0.69
H -1.31 6.78 0.66
H -3.10 7.43 1.10
H -3.46 1.98 -0.44
H -5.45 2.77 -0.69
H -6.12 2.16 0.81
H -5.13 0.26 1.48
H -4.69 -1.34 -0.89
H -4.09 0.27 -1.61
H -6.38 1.08 -1.80
H -6.94 0.31 -0.09
H -6.83 -0.78 -1.62
H -2.06 0.37 -0.58
H -0.89 -0.63 0.39
H -2.61 -1.36 -2.02
H -2.47 -2.80 -0.86
H 0.24 -2.15 -0.70
H -0.09 -1.08 -2.23
H 0.75 -3.62 -2.73
H -0.74 -4.37 -1.83
H -1.20 -2.15 -4.24
H -2.28 -3.71 -3.73
H 0.50 -3.82 -5.08
H -0.49 -5.15 -4.66
H -3.65 -5.16 1.20
H -5.27 -5.07 2.12
H -3.74 -4.74 3.13
H 0.30 -0.13 2.08
H -2.64 -1.54 4.13
H -3.19 1.24 5.54
H -1.47 0.44 5.60
H -3.19 -1.89 6.27
H -4.02 -0.34 7.18
H -2.21 -0.79 7.43
C 3.47 1.82 2.29
O 4.62 2.24 1.55
C 4.91 1.46 0.48
O 4.28 0.47 0.12
O 6.01 1.96 -0.13
C 6.43 1.23 -1.28
H 3.34 2.52 3.12
H 2.58 1.86 1.66
H 3.62 0.82 2.69
H 5.66 1.25 -2.05
H 6.70 0.21 -1.01
H 7.32 1.73 -1.68
C -13.40 -5.52 1.06
O -12.92 -4.26 0.58
C -11.57 -4.14 0.57
O -10.78 -4.99 0.93
O -11.26 -2.91 0.09
C -9.86 -2.64 0.03
H -14.49 -5.50 1.02
H -13.04 -6.33 0.43
H -13.09 -5.67 2.10
H -9.37 -3.34 -0.65
H -9.42 -2.68 1.03
H -9.73 -1.63 -0.37
C 11.91 -0.72 -3.77
O 11.85 -1.45 -2.54
C 10.60 -1.53 -2.01
O 9.59 -1.06 -2.49
O 10.69 -2.24 -0.86
C 9.44 -2.42 -0.18
H 12.96 -0.72 -4.11
H 11.31 -1.21 -4.54
H 11.60 0.31 -3.62
H 8.74 -2.97 -0.81
H 9.02 -1.45 0.11
H 9.63 -3.00 0.72
C -7.01 3.88 -5.50
O -6.88 2.50 -5.18
C -7.07 1.66 -6.22
O -7.34 1.99 -7.37
O -6.92 0.39 -5.78
C -7.10 -0.61 -6.78
H -6.83 4.46 -4.59
H -6.26 4.18 -6.25
H -8.02 4.10 -5.86
H -6.35 -0.50 -7.57
H -8.11 -0.57 -7.19
H -6.95 -1.59 -6.31
C 11.74 6.27 -1.88
O 10.76 6.26 -0.85
C 10.00 5.13 -0.81
O 10.09 4.18 -1.57
O 9.11 5.26 0.21
C 8.24 4.14 0.37
H 12.29 7.21 -1.82
H 12.45 5.45 -1.75
H 11.26 6.22 -2.87
H 8.81 3.23 0.60
H 7.62 4.00 -0.52
H 7.58 4.35 1.22
C 9.35 -0.77 5.94
O 9.48 -2.15 6.26
C 9.28 -2.99 5.22
O 9.02 -2.66 4.07
O 9.44 -4.26 5.67
C 9.26 -5.26 4.66
H 9.52 -0.19 6.85
H 10.09 -0.47 5.20
H 8.33 -0.55 5.58
H 10.00 -5.15 3.87
H 8.24 -5.22 4.25
H 9.40 -6.24 5.13
C 4.43 -1.78 -2.86
O 4.95 -1.50 -4.16
C 4.72 -2.47 -5.07
O 4.13 -3.53 -4.87
O 5.26 -2.08 -6.25
C 5.10 -3.02 -7.31
H 4.66 -0.93 -2.21
H 3.34 -1.89 -2.89
H 4.90 -2.67 -2.44
H 4.04 -3.18 -7.53
H 5.60 -3.96 -7.07
H 5.57 -2.60 -8.21
```

Results
E (Eh): -8558.368423
Orbital gap (eV): 5.86
Net charge: 0

Löwdin atomic charge list, values in e, 99 entries: 0.06 -0.10 -0.22 -0.39 -0.15 -0.22 -0.25 -0.17 -0.27 -0.60 0.53 -0.41 0.59 -0.56 -0.17 0.61 -0.26 0.05 -0.21 -0.23 -0.18 -0.16 -0.18 -0.22 -0.22 -0.21 -0.29 -0.08 -0.53 0.99 -0.69 -0.26 0.97 -0.44 0.78 -0.65 0.98 -0.38 -0.22 0.07 0.04 0.10 0.10 0.10 0.08 0.07 0.07 0.10 0.07 0.12 0.06 0.04 0.07 0.09 0.13 0.09 0.06 0.09 0.15 0.10 0.12 0.08 0.09 0.14 0.11 0.12 0.13 0.12 0.07 0.08 0.08 0.06 0.08 -0.07 0.07 0.09 0.08 0.07 0.06 0.09 -0.05 -0.01 -0.55 0.10 -0.03 -0.04 0.10 0.07 0.09 0.10 0.09 0.09 -0.05 -0.01 -0.56 0.11 0.00 -0.08 0.09

[2]
A cluster of 12 separate species, C48H84N12 in total at a distorted geometry. Source: the Open Molecules 2025 dataset; level of theory: ωB97M-V with the def2-TZVPD basis set.

Geometry as XYZ:
```
144
Properties=species:S:1:pos:R:3
C -3.05 -3.55 -2.40
C -2.36 -4.79 -3.15
C -2.49 -4.79 -4.65
C -2.61 -3.49 -5.28
N -2.68 -2.49 -5.85
H -2.82 -3.62 -1.34
H -4.13 -3.46 -2.54
H -2.73 -2.53 -2.60
H -2.86 -5.70 -2.82
H -1.31 -4.67 -2.88
H -3.42 -5.25 -4.98
H -1.75 -5.45 -5.11
C -4.93 0.90 4.84
C -5.96 -0.01 5.72
C -5.46 -0.37 7.11
C -5.14 0.83 7.89
N -4.90 1.74 8.52
H -3.99 0.36 4.95
H -4.92 1.91 5.24
H -5.20 0.97 3.78
H -6.10 -0.96 5.21
H -6.91 0.53 5.65
H -4.55 -0.97 7.06
H -6.14 -0.97 7.73
C 3.69 3.33 6.72
C 4.45 3.35 5.38
C 4.07 2.23 4.39
C 2.63 1.95 4.18
N 1.49 1.82 4.02
H 4.02 4.02 7.50
H 3.79 2.37 7.22
H 2.60 3.34 6.65
H 5.53 3.28 5.50
H 4.17 4.26 4.85
H 4.70 1.36 4.59
H 4.36 2.51 3.37
C -0.10 -1.04 1.40
C -0.41 0.22 0.52
C 0.68 0.79 -0.46
C 2.05 1.00 0.14
N 3.12 1.19 0.61
H 0.72 -0.68 2.01
H 0.20 -1.83 0.71
H -0.98 -1.36 1.96
H -0.73 1.06 1.13
H -1.34 -0.01 0.01
H 0.38 1.75 -0.89
H 0.86 -0.01 -1.18
C -8.18 -1.47 2.35
C -8.04 -1.66 0.83
C -6.66 -1.06 0.50
C -5.42 -1.74 1.12
N -4.50 -2.34 1.51
H -7.76 -0.48 2.55
H -7.57 -2.22 2.86
H -9.22 -1.44 2.68
H -8.81 -1.22 0.19
H -8.04 -2.74 0.69
H -6.70 0.02 0.64
H -6.45 -1.23 -0.55
C 4.34 3.45 -6.85
C 3.04 3.00 -6.13
C 3.31 2.69 -4.61
C 2.02 2.33 -4.05
N 0.99 2.17 -3.55
H 4.17 3.65 -7.91
H 5.21 2.79 -6.83
H 4.73 4.32 -6.33
H 2.66 2.13 -6.66
H 2.33 3.83 -6.17
H 3.75 3.52 -4.07
H 3.92 1.79 -4.50
C 2.48 4.35 -0.33
C 2.79 4.80 1.05
C 1.82 5.90 1.53
C 0.38 5.61 1.50
N -0.74 5.39 1.55
H 3.05 3.47 -0.66
H 2.72 5.06 -1.12
H 1.45 4.02 -0.50
H 3.84 5.10 1.14
H 2.54 3.98 1.71
H 1.92 6.73 0.83
H 1.91 6.32 2.53
C 6.64 3.75 -0.94
C 7.02 5.16 -0.41
C 8.29 5.17 0.45
C 7.94 4.48 1.75
N 7.69 3.88 2.74
H 7.43 3.27 -1.53
H 5.74 3.82 -1.55
H 6.66 3.06 -0.10
H 6.18 5.61 0.12
H 7.16 5.79 -1.28
H 8.74 6.13 0.68
H 9.07 4.57 -0.02
C 1.94 -1.04 -5.79
C 1.09 -0.76 -7.08
C 0.24 -1.99 -7.54
C 1.07 -3.10 -7.91
N 1.79 -3.96 -8.16
H 2.76 -1.74 -5.94
H 1.16 -1.22 -5.05
H 2.54 -0.21 -5.41
H 1.72 -0.30 -7.85
H 0.38 0.01 -6.78
H -0.28 -1.78 -8.48
H -0.41 -2.37 -6.75
C 0.72 -3.29 5.64
C -0.32 -4.09 4.96
C -1.69 -4.13 5.56
C -2.04 -2.74 5.75
N -2.35 -1.60 5.87
H 1.63 -3.27 5.03
H 1.02 -3.75 6.58
H 0.52 -2.22 5.62
H 0.08 -5.10 4.83
H -0.40 -3.82 3.91
H -1.67 -4.58 6.55
H -2.45 -4.57 4.92
C 1.69 -4.76 0.86
C 0.35 -5.38 1.30
C 0.14 -6.77 0.71
C -0.30 -7.82 1.69
N -0.60 -8.62 2.50
H 2.48 -5.48 1.07
H 1.88 -3.80 1.34
H 1.66 -4.68 -0.23
H -0.46 -4.70 1.03
H 0.45 -5.40 2.38
H 1.09 -7.22 0.44
H -0.42 -6.81 -0.23
C -1.83 1.43 -5.55
C -2.33 0.97 -4.17
C -3.79 0.61 -4.08
C -4.22 0.38 -2.70
N -4.65 0.11 -1.62
H -1.87 0.51 -6.13
H -0.83 1.81 -5.76
H -2.44 2.05 -6.20
H -2.26 1.67 -3.34
H -1.78 0.09 -3.85
H -3.93 -0.35 -4.57
H -4.50 1.21 -4.64
```

Results
ΔE to the lowest compared entry with this formula, charge and spin (kcal per mole): 121.0
Structure (SMILES): CCCC#N.CCCC#N.CCCC#N.CCCC#N.CCCC#N.CCCC#N.CCCC#N.CCCC#N.CCCC#N.CCCC#N.CCCC#N.CCCC#N
E (Eh): -2536.191687
Orbital gap (eV): 10.77
Net charge: 0

Löwdin atomic charge list, values in e, 99 entries: -0.09 -0.21 -0.20 -0.21 0.17 0.06 0.07 0.05 0.11 0.10 0.12 0.13 -0.07 -0.23 -0.20 -0.25 0.14 0.04 0.06 0.05 0.09 0.10 0.08 0.11 -0.11 -0.24 -0.19 -0.24 0.14 0.07 0.07 0.07 0.10 0.10 0.12 0.09 -0.09 -0.24 -0.17 -0.20 0.13 0.06 0.05 0.07 0.10 0.09 0.08 0.10 -0.12 -0.25 -0.21 -0.20 0.11 0.06 0.07 0.07 0.11 0.10 0.11 0.07 -0.11 -0.22 -0.17 -0.23 0.18 0.07 0.07 0.07 0.09 0.11 0.12 0.12 -0.14 -0.24 -0.18 -0.25 0.15 0.04 0.07 0.07 0.10 0.09 0.11 0.12 -0.09 -0.26 -0.18 -0.21 0.13 0.07 0.06 0.07 0.10 0.10 0.11 0.11 -0.09 -0.21 -0.18